1.
C28H26Br39NS as an isolated structure in a non-equilibrium geometry. Source: OMol25; level of theory: ωB97M-V with the def2-TZVPD basis set.

For the frontier orbital gap, the calculation gives 7.26 eV.

```
! RIJCOSX wB97M-V def2-TZVPD def2/J DEFGRID3
* xyz 0 1
C -1.5273 -1.8663 0.2454
C -0.8213 -1.1252 -0.6538
C -0.7630 0.3877 -0.5204
C -1.8293 0.9062 0.4083
C -1.5389 1.3373 1.6931
C -2.5354 1.8028 2.5335
C -3.8509 1.8429 2.1202
C -4.1588 1.3989 0.8379
C -3.1592 0.9449 -0.0111
S -3.6946 0.4148 -1.6254
C -5.2282 -0.3832 -1.1899
C -5.6693 -1.5241 -1.8322
C -6.8794 -2.0831 -1.4451
C -7.5827 -1.4973 -0.4118
C -7.1654 -0.3430 0.2356
C -5.9665 0.2304 -0.1839
N -5.5016 1.4178 0.3983
H -1.2877 -1.7744 1.3006
H -2.2948 -2.5390 -0.1154
H -0.2767 -1.6288 -1.4485
H 0.2160 0.7012 -0.1440
H -0.9234 0.8326 -1.4996
H -0.5041 1.2757 2.0094
H -2.2749 2.1211 3.5347
H -4.6336 2.2083 2.7699
H -5.0647 -1.9243 -2.6327
H -7.2453 -2.9662 -1.9490
H -8.5110 -1.9726 -0.0914
H -7.7332 0.1104 1.0262
H -6.1307 1.7669 1.1053
C 3.0056 1.6731 -1.6792
Br 2.8655 -0.1236 -1.0059
Br 1.4013 2.2624 -2.5675
Br 3.5075 2.8839 -0.2730
H 3.7961 1.6723 -2.4159
C 6.5549 -1.4933 0.6321
Br 5.0139 -1.8697 1.7142
Br 6.6621 -2.6698 -0.8866
Br 6.6095 0.3585 0.0977
H 7.4280 -1.6803 1.2413
C -2.1934 4.2856 6.1478
Br -3.8913 3.8918 5.3321
Br -0.8245 3.0207 5.6522
Br -1.6402 6.0932 5.7946
H -2.3317 4.1962 7.2153
C -3.5125 -5.7486 -0.7814
Br -4.4008 -4.1091 -1.3177
Br -2.1000 -5.4641 0.4886
Br -4.7887 -7.0383 -0.1313
H -3.0599 -6.1698 -1.6676
C -5.8558 -11.3754 0.0235
Br -4.0405 -10.9431 0.4899
Br -6.5048 -12.8918 1.0147
Br -7.0225 -9.8543 0.2134
H -5.8607 -11.6510 -1.0209
C 9.2753 0.8657 -3.0026
Br 7.4043 0.8863 -3.4374
Br 9.8996 -0.9087 -2.6041
Br 10.3373 1.6951 -4.3757
H 9.3972 1.4544 -2.1049
C 1.6698 5.8966 1.3062
Br 0.6775 7.5182 1.5989
Br 3.1932 5.7654 2.4806
Br 0.5592 4.3375 1.4438
H 2.0504 5.9313 0.2945
C 6.7868 -4.4221 4.9911
Br 7.7984 -3.1386 3.9676
Br 6.5080 -3.8190 6.7958
Br 5.1306 -4.8900 4.1322
H 7.3818 -5.3221 5.0431
C 9.7352 5.6959 -3.1819
Br 11.3276 6.6982 -2.7890
Br 9.4172 4.3220 -1.8719
Br 8.2075 6.8445 -3.4109
H 9.8975 5.1953 -4.1264
C -8.6059 -2.5836 4.0836
Br -10.5245 -2.4271 3.9746
Br -7.7572 -1.8731 2.4963
Br -7.9157 -1.7785 5.6923
H -8.3769 -3.6388 4.1332
C 6.7242 10.0168 -1.5842
Br 5.5583 11.1984 -2.5590
Br 7.8922 10.9835 -0.3997
Br 5.7346 8.6557 -0.6489
H 7.3512 9.5172 -2.3092
C -12.0110 -2.7644 -0.2556
Br -10.2943 -2.7999 -1.1317
Br -13.4121 -2.2056 -1.4516
Br -12.4169 -4.4483 0.5837
H -11.9467 -2.0245 0.5297
C 11.7836 0.0387 -7.6948
Br 10.3042 -0.6915 -8.6835
Br 13.3907 -0.9880 -7.9498
Br 12.0591 1.9015 -8.1026
H 11.5274 -0.0226 -6.6461
*
```

Results of the Löwdin charge analysis, in e, for atoms 1 through 6: atom 1 (C): -0.020, atom 2 (C): -0.160, atom 3 (C): -0.220, atom 4 (C): -0.254, atom 5 (C): -0.069, atom 6 (C): -0.096

2.
C28H26CaF5N5OS as an isolated structure. Source: OMol25; level of theory: ωB97M-V with the def2-TZVPD basis set.

For the energy relative to the best compared isomer or geometry (same formula, charge and spin), the calculation gives 9.6 kJ/mol. For the frontier orbital gap, the calculation gives 6.14 eV.

```
! RIJCOSX wB97M-V def2-TZVPD def2/J DEFGRID3
* xyz 0 1
Ca 0.2458 -0.1347 0.0724
C 0.6681 3.2778 0.2658
N -0.4025 2.2935 0.4789
C -1.4557 2.5165 -0.5283
C -1.0240 2.3835 1.8067
C -1.3906 3.6300 2.2859
C -2.1250 3.7664 3.4550
C -2.5242 2.6117 4.1077
C -2.1534 1.3603 3.6441
C -1.3465 1.1933 2.5036
N -0.9213 -0.0058 1.9618
C -0.9812 -1.2213 2.6452
C -0.8888 -1.3885 4.0341
C -0.9142 -2.6426 4.6217
C -1.0276 -3.7867 3.8524
C -1.0829 -3.6565 2.4710
C -1.0325 -2.4082 1.8726
N -1.0660 -2.2677 0.4186
C -0.5634 -3.4258 -0.3237
C -2.4415 -1.9575 -0.0034
H 0.2831 4.3008 0.2025
H 1.1766 3.0623 -0.6753
H 1.3898 3.2155 1.0758
H -1.9275 3.4946 -0.3835
H -2.2308 1.7528 -0.4294
H -1.0293 2.4727 -1.5300
H -1.1091 4.5124 1.7256
H -2.3998 4.7441 3.8256
H -3.1414 2.6775 4.9955
H -2.5038 0.4922 4.1795
H -0.7454 -0.5181 4.6558
H -0.8223 -2.7200 5.6980
H -1.0441 -4.7654 4.3115
H -1.1361 -4.5402 1.8498
H -1.2511 -4.2780 -0.2821
H 0.4167 -3.7086 0.0534
H -0.4556 -3.1374 -1.3723
H -3.1234 -2.7786 0.2467
H -2.4696 -1.8047 -1.0843
H -2.7777 -1.0557 0.5092
F 7.0268 1.1141 1.8221
C 6.0060 0.5006 1.2231
C 6.1528 -0.7794 0.7202
F 7.3262 -1.3993 0.8334
C 5.0867 -1.4146 0.1038
F 5.3024 -2.6462 -0.3597
C 3.8435 -0.8117 -0.0382
S 2.4609 -1.6122 -0.7998
C 3.7526 0.4719 0.4692
F 2.5781 1.1547 0.3530
C 4.7868 1.1382 1.0936
F 4.6229 2.3766 1.5627
N -1.8050 -0.4006 -7.2549
C -0.7124 0.1902 -6.7022
O 0.1522 0.7371 -7.3504
C -0.6376 0.1521 -5.1932
C -1.7580 0.1042 -4.3769
C -1.5746 0.0850 -3.0066
N -0.3712 0.0885 -2.4263
C 0.7047 0.1380 -3.2252
C 0.6133 0.1887 -4.6063
H -1.8325 -0.4561 -8.2593
H -2.3731 -1.0326 -6.7211
H -2.7623 0.1215 -4.7786
H -2.4316 0.0822 -2.3436
H 1.6694 0.1018 -2.7343
H 1.5014 0.2513 -5.2186
*
```

Results of the natural (NBO) charge analysis, in e, for atoms 1 through 6: atom 1 (Ca): 1.773, atom 2 (C): -0.417, atom 3 (N): -0.542, atom 4 (C): -0.425, atom 5 (C): 0.144, atom 6 (C): -0.238

3.
The molecule C28H26F3NO7. Source: OMol25; level of theory: ωB97M-V with the def2-TZVPD basis set.

For the energy relative to the best compared isomer or geometry (same formula, charge and spin), the calculation gives 0.0 kJ/mol. For the frontier orbital gap, the calculation gives 8.64 eV.

```
! RIJCOSX wB97M-V def2-TZVPD def2/J DEFGRID3
* xyz 0 1
C -1.6093 -5.5591 1.8305
O -2.5630 -5.0905 0.9034
C -2.2329 -4.0622 0.0920
C -3.2306 -3.6445 -0.8028
C -2.9898 -2.6090 -1.6672
C -1.7614 -1.9386 -1.6627
C -0.7769 -2.3465 -0.7575
C -1.0058 -3.4110 0.1050
O 0.4482 -1.7636 -0.7127
C 0.4720 -0.3903 -1.0409
C 1.8995 0.0926 -0.9983
C 2.1824 1.4528 -1.0566
C 3.4903 1.9019 -1.0128
C 4.5366 1.0039 -0.8935
C 4.2526 -0.3535 -0.8343
C 5.3715 -1.3389 -0.6520
F 5.6265 -1.5672 0.6547
F 6.5301 -0.9199 -1.1847
F 5.1131 -2.5367 -1.1944
C 2.9445 -0.8134 -0.8897
C -0.1820 -0.0932 -2.4087
O -0.4346 1.3030 -2.5208
C -1.5255 1.7167 -1.8266
O -2.2626 0.9589 -1.2380
N -1.6635 3.0517 -1.8860
C -2.6088 3.7490 -1.0440
C -1.9445 4.3261 0.2189
C -1.1002 3.2939 0.9195
C 0.2538 3.4864 1.1096
C 1.0385 2.5015 1.6988
C 0.4868 1.2882 2.0664
O 1.1754 0.2355 2.5885
C 2.5586 0.3774 2.7906
C -0.9006 1.0801 1.8764
O -1.3689 -0.1482 2.2261
C -2.6884 -0.4806 1.8555
C -1.6725 2.0949 1.3413
C -1.4984 -0.8762 -2.6266
O -2.1784 -0.6416 -3.5991
H -0.7152 -5.9374 1.3266
H -2.0951 -6.3741 2.3643
H -1.3247 -4.7773 2.5408
H -4.1758 -4.1622 -0.7912
H -3.7387 -2.2809 -2.3708
H -0.2102 -3.6888 0.7758
H -0.1114 0.1611 -0.2862
H 1.3744 2.1618 -1.1347
H 3.6969 2.9599 -1.0610
H 5.5588 1.3465 -0.8487
H 2.7341 -1.8693 -0.8391
H 0.5010 -0.3312 -3.2324
H -0.9436 3.5768 -2.3563
H -3.3700 3.0166 -0.7717
H -3.0770 4.5500 -1.6216
H -2.7333 4.6870 0.8824
H -1.3182 5.1774 -0.0553
H 0.7194 4.4117 0.8021
H 2.0909 2.6875 1.8398
H 3.0868 0.5792 1.8526
H 2.7806 1.1719 3.5110
H 2.8969 -0.5762 3.1921
H -2.8594 -0.3079 0.7889
H -3.4213 0.0825 2.4429
H -2.7963 -1.5424 2.0711
H -2.7312 1.9482 1.2111
*
```

Results of the natural (NBO) charge analysis, in e, for atoms 1 through 6: atom 1 (C): -0.255, atom 2 (O): -0.484, atom 3 (C): 0.358, atom 4 (C): -0.293, atom 5 (C): -0.103, atom 6 (C): -0.306

> Look up the frontier orbital gap of the first one.

7.26 eV